{"formula": "C23H25FeN7O3S3", "method": "wB97M-V/def2-TZVPD", "e_above_lowest_ev": 0.372, "e_homo_ev": [-7.31, -7.31], "e_lumo_ha": [-0.004, -0.006], "spin_multiplicity": 5, "elements": ["Fe", "C", "C", "N", "N", "C", "N", "S", "C", "C", "C", "C", "C", "N", "H", "H", "H", "H", "H", "H", "H", "H", "H", "O", "C", "C", "C", "C", "C", "C", "C", "O", "N", "N", "C", "S", "C", "C", "S", "H", "H", "H", "H", "H", "H", "H", "H", "H", "C", "C", "C", "N", "C", "C", "H", "H", "H", "H", "H", "O", "H", "H"], "coordinates": [[-0.021, -0.154, -0.148], [0.927, -4.524, -0.061], [0.315, -3.192, -0.356], [0.089, -2.281, 0.509], [0.379, -2.443, 1.817], [-0.426, -1.631, 2.531], [-0.165, -1.624, 3.856], [-1.741, -0.718, 1.929], [-0.266, -2.873, -1.679], [-0.285, -3.802, -2.711], [-0.996, -3.514, -3.867], [-1.689, -2.321, -3.952], [-1.594, -1.436, -2.887], [-0.876, -1.679, -1.797], [1.118, -4.593, 1.006], [0.267, -5.343, -0.356], [1.870, -4.649, -0.601], [0.615, -2.148, 4.214], [-0.660, -0.979, 4.445], [0.235, -4.743, -2.602], [-1.027, -4.230, -4.679], [-2.288, -2.073, -4.817], [-2.116, -0.491, -2.910], [0.609, 1.531, 3.842], [0.310, 2.829, 3.626], [0.343, 3.687, 4.724], [0.045, 5.026, 4.573], [-0.300, 5.538, 3.324], [-0.344, 4.687, 2.237], [-0.040, 3.331, 2.363], [-0.101, 2.434, 1.178], [0.441, 1.270, 1.277], [-0.708, 2.885, 0.115], [-0.759, 1.930, -0.907], [-0.661, 2.527, -2.036], [-0.761, 1.751, -3.604], [-1.092, 3.291, -4.496], [-0.208, 4.351, -3.878], [-0.418, 4.274, -2.077], [0.563, 1.091, 2.966], [0.608, 3.271, 5.688], [0.078, 5.681, 5.436], [-0.534, 6.588, 3.205], [-0.617, 5.055, 1.257], [-2.146, 3.544, -4.389], [-0.864, 3.114, -5.547], [-0.495, 5.350, -4.205], [0.839, 4.176, -4.130], [3.231, 1.279, -3.727], [3.056, 1.921, -2.511], [2.247, 1.329, -1.558], [1.606, 0.174, -1.769], [1.776, -0.435, -2.946], [2.589, 0.072, -3.945], [3.864, 1.712, -4.492], [3.544, 2.861, -2.293], [2.098, 1.784, -0.585], [1.252, -1.371, -3.087], [2.699, -0.466, -4.876], [2.263, -0.525, 0.791], [2.562, -1.344, 0.380], [2.041, -0.785, 1.696]], "atomic_forces_ev_per_a": [[-0.5, -0.3, 0.3], [0.0, 0.0, 0.0], [0.0, 0.0, -0.1], [0.3, 0.1, 0.1], [-0.3, 0.2, 0.0], [0.1, -0.3, 0.2], [-0.1, 0.1, -0.1], [0.1, 0.1, -0.1], [0.0, 0.0, 0.0], [0.0, -0.1, -0.1], [0.0, -0.1, 0.0], [0.0, 0.0, 0.0], [0.0, 0.0, 0.1], [0.0, 0.1, 0.0], [0.0, 0.0, 0.0], [0.0, 0.0, 0.0], [0.0, 0.0, 0.0], [0.0, 0.0, 0.0], [0.0, 0.0, 0.0], [0.0, 0.0, 0.0], [0.0, 0.0, 0.0], [0.0, 0.0, 0.0], [0.0, 0.1, 0.0], [0.0, 0.0, 0.1], [0.0, 0.0, 0.0], [0.0, 0.0, 0.0], [0.0, 0.0, 0.0], [0.0, 0.0, 0.0], [0.0, 0.0, 0.0], [0.0, 0.0, -0.1], [-0.2, 0.1, 0.2], [0.2, 0.1, -0.3], [0.1, -0.2, 0.2], [0.2, 0.1, -0.4], [-0.2, 0.1, 0.2], [0.1, -0.1, 0.0], [0.0, 0.0, 0.0], [0.0, 0.0, 0.0], [0.0, 0.0, 0.0], [0.0, 0.0, -0.1], [0.0, 0.0, 0.0], [0.0, 0.0, 0.0], [0.0, 0.0, 0.0], [0.0, 0.0, 0.0], [0.0, 0.0, 0.0], [0.0, 0.0, 0.0], [0.0, 0.0, 0.0], [0.0, 0.0, 0.0], [0.0, 0.0, 0.0], [0.0, 0.0, 0.0], [0.0, 0.0, 0.0], [-0.2, 0.1, -0.2], [0.2, 0.1, 0.1], [0.0, 0.0, 0.0], [0.0, 0.0, 0.0], [0.0, 0.0, 0.0], [0.0, 0.0, 0.0], [0.0, 0.0, 0.0], [0.0, 0.0, 0.0], [0.2, -0.1, 0.0], [0.0, 0.0, 0.1], [0.0, 0.0, 0.0]], "mulliken_spin": [3.768, 0.000, 0.032, 0.011, 0.000, -0.002, 0.004, 0.047, -0.023, -0.001, 0.001, 0.000, -0.003, 0.049, -0.001, 0.000, 0.001, 0.000, 0.001, 0.000, 0.000, 0.000, -0.002, 0.001, 0.002, 0.000, 0.000, 0.000, -0.001, 0.001, 0.016, 0.022, -0.003, 0.029, 0.001, 0.005, 0.000, 0.000, 0.005, 0.002, 0.000, 0.000, 0.000, 0.000, 0.000, 0.000, 0.000, 0.000, -0.003, 0.004, 0.010, 0.007, 0.002, 0.004, 0.000, 0.000, -0.005, 0.001, 0.000, 0.022, 0.000, -0.003]}


{"formula": "C19H41N3O14S4", "method": "wB97M-V/def2-TZVPD", "e_above_lowest_ev": 3.616, "smiles": "C[N+](=O)[O-].C[N+](=O)[O-].C[N+](=O)[O-].O=S1(=O)CCCC1.O=S1(=O)CCCC1.O=S1(=O)CCCC1.O=S1(=O)CCCC1", "e_homo_ev": -10.04, "e_lumo_ha": -0.017, "elements": ["C", "N", "O", "O", "H", "H", "H", "C", "N", "O", "O", "H", "H", "H", "C", "N", "O", "O", "H", "H", "H", "O", "S", "O", "C", "C", "C", "C", "H", "H", "H", "H", "H", "H", "H", "H", "O", "S", "O", "C", "C", "C", "C", "H", "H", "H", "H", "H", "H", "H", "H", "O", "S", "O", "C", "C", "C", "C", "H", "H", "H", "H", "H", "H", "H", "H", "O", "S", "O", "C", "C", "C", "C", "H", "H", "H", "H", "H", "H", "H", "H"], "coordinates": [[-24.127, 25.353, 23.190], [-25.179, 25.778, 22.194], [-24.991, 26.633, 21.375], [-26.275, 25.326, 22.327], [-23.686, 24.492, 22.688], [-24.503, 25.092, 24.179], [-23.320, 26.085, 23.167], [-20.516, 29.459, 17.065], [-20.422, 29.926, 15.675], [-20.725, 31.079, 15.422], [-19.641, 29.201, 14.926], [-21.572, 29.621, 17.282], [-19.839, 30.116, 17.610], [-20.445, 28.377, 17.173], [-15.385, 18.733, 9.183], [-16.430, 19.776, 9.211], [-16.835, 20.206, 8.134], [-16.729, 20.277, 10.291], [-15.517, 18.236, 8.222], [-15.267, 18.259, 10.157], [-14.407, 19.160, 8.961], [-35.570, 21.536, 12.874], [-35.636, 22.960, 12.860], [-36.283, 23.733, 13.916], [-33.996, 23.735, 12.820], [-34.190, 24.987, 11.949], [-34.967, 24.557, 10.714], [-36.089, 23.609, 11.170], [-33.369, 23.032, 12.270], [-33.675, 23.748, 13.862], [-34.943, 25.629, 12.405], [-33.311, 25.582, 11.700], [-34.228, 23.933, 10.212], [-35.406, 25.397, 10.177], [-36.172, 22.737, 10.522], [-37.026, 24.144, 11.322], [-26.787, 22.818, 14.198], [-25.877, 23.801, 13.573], [-26.296, 25.148, 13.207], [-24.431, 24.055, 14.827], [-23.179, 23.760, 13.940], [-23.539, 22.682, 12.962], [-24.819, 23.091, 12.296], [-24.522, 23.392, 15.687], [-24.504, 25.052, 15.263], [-22.865, 24.629, 13.362], [-22.334, 23.505, 14.580], [-23.568, 21.730, 13.493], [-22.887, 22.568, 12.096], [-25.310, 22.481, 11.538], [-24.462, 24.014, 11.840], [-22.810, 17.101, 17.981], [-23.505, 15.817, 17.900], [-24.950, 15.781, 18.100], [-23.142, 14.902, 16.290], [-22.254, 13.772, 16.744], [-22.683, 13.177, 18.069], [-22.723, 14.496, 18.870], [-22.682, 15.708, 15.718], [-24.075, 14.550, 15.850], [-22.210, 13.003, 15.973], [-21.231, 14.147, 16.730], [-21.936, 12.492, 18.470], [-23.710, 12.824, 18.164], [-21.771, 14.792, 19.311], [-23.390, 14.552, 19.730], [-30.611, 32.463, 18.132], [-29.552, 33.114, 17.364], [-29.097, 34.494, 17.582], [-28.125, 32.015, 17.167], [-27.619, 32.284, 15.735], [-28.946, 32.387, 14.792], [-30.108, 32.990, 15.554], [-28.554, 31.013, 17.200], [-27.560, 32.097, 18.096], [-26.970, 33.159, 15.771], [-26.976, 31.473, 15.394], [-29.279, 31.374, 14.569], [-28.805, 32.796, 13.791], [-30.796, 32.145, 15.553], [-30.728, 33.793, 15.155]], "atomic_forces_ev_per_a": [[1.1, -0.2, -1.4], [-0.9, 1.0, 1.2], [2.1, 0.9, -0.9], [-1.4, -1.9, 0.9], [-0.1, -0.3, 0.3], [-0.3, 0.3, -0.5], [-0.4, 0.2, 0.3], [-2.1, -0.1, 0.0], [4.8, -0.9, -2.6], [-0.5, -1.5, 0.1], [-3.1, 2.1, 1.9], [0.1, 0.6, 0.7], [-0.2, -0.5, 0.2], [1.0, 0.3, -0.3], [0.8, 0.1, -0.8], [0.1, 2.2, 0.1], [0.3, -0.9, 0.8], [0.2, -0.9, -0.6], [-0.5, -1.0, 0.7], [-0.6, -0.4, -0.5], [-0.1, 1.0, 0.4], [-0.3, -0.8, 0.1], [1.1, 2.9, -0.1], [-0.5, -1.0, -0.9], [0.0, -0.8, -0.9], [-1.4, 0.7, 1.1], [0.6, -1.5, 0.6], [-0.2, -0.3, 0.8], [0.3, -0.1, 0.1], [0.0, 0.6, -0.2], [0.5, 0.5, 0.9], [0.1, -0.3, 0.2], [-0.3, 0.3, -1.2], [0.5, -0.2, -0.3], [-0.3, 0.1, 0.1], [-0.1, -0.2, -0.2], [1.0, 1.4, -1.6], [0.3, -0.1, 3.4], [-0.2, -1.2, -0.3], [-0.2, -0.3, -1.5], [0.0, 0.9, 0.9], [0.0, -1.8, -0.1], [-0.4, 1.5, -0.1], [-0.2, -0.5, -0.5], [0.0, 0.2, -0.6], [-0.2, 0.4, 0.2], [0.0, -0.2, -0.1], [-0.3, -0.2, -0.2], [0.7, 0.0, 0.5], [0.0, -0.2, 0.5], [-0.6, 0.2, -0.6], [-0.4, -1.5, 0.0], [-0.3, -0.4, -1.6], [1.2, 0.0, 0.3], [-0.5, 1.2, 1.2], [0.6, -1.0, -2.2], [-0.1, 2.5, 1.0], [-0.3, 0.6, 2.2], [0.1, -0.5, -0.4], [0.0, 0.3, 0.1], [-0.2, -0.1, -0.2], [0.2, -0.1, 0.7], [-0.3, 0.0, 0.0], [0.2, -0.6, -0.7], [0.2, 0.3, -0.6], [-0.2, -0.7, 0.2], [1.3, 0.9, 0.0], [-1.4, 0.9, -2.0], [-0.5, -1.8, 0.3], [-1.2, -0.4, -0.3], [-0.6, 0.3, -0.1], [1.5, -0.2, 0.3], [-0.4, -1.3, 1.2], [-0.2, -0.1, 0.0], [0.6, 0.4, -0.5], [-0.4, 0.3, -0.4], [-0.2, -0.1, 0.0], [0.5, -0.2, 0.1], [0.5, 0.5, 0.3], [-0.5, 0.3, 0.7], [0.8, 0.6, 0.3]], "lowdin_charge": [0.052, -0.473, 0.062, 0.069, 0.097, 0.100, 0.092, 0.023, -0.403, 0.070, 0.003, 0.096, 0.112, 0.099, 0.029, -0.438, 0.051, 0.055, 0.101, 0.103, 0.100, -0.318, 0.680, -0.339, -0.220, -0.233, -0.228, -0.198, 0.099, 0.106, 0.109, 0.118, 0.112, 0.120, 0.096, 0.098, -0.359, 0.733, -0.353, -0.162, -0.229, -0.260, -0.242, 0.092, 0.089, 0.115, 0.113, 0.123, 0.122, 0.118, 0.098, -0.340, 0.708, -0.342, -0.197, -0.268, -0.176, -0.258, 0.095, 0.103, 0.114, 0.121, 0.119, 0.122, 0.106, 0.093, -0.351, 0.719, -0.345, -0.239, -0.175, -0.198, -0.213, 0.101, 0.107, 0.103, 0.102, 0.099, 0.105, 0.084, 0.102]}


{"formula": "C40H40N3O2PPtS2", "method": "wB97M-V/def2-TZVPD", "e_homo_ev": [-6.91, -7.68], "e_lumo_ha": [-0.020, -0.025], "spin_multiplicity": 3, "elements": ["Pt", "C", "C", "C", "C", "C", "C", "C", "N", "C", "C", "C", "C", "C", "C", "C", "N", "C", "C", "C", "C", "H", "H", "H", "H", "H", "H", "H", "H", "H", "H", "H", "H", "H", "H", "H", "H", "H", "H", "H", "H", "H", "H", "H", "H", "O", "C", "O", "C", "C", "C", "C", "C", "C", "C", "C", "C", "N", "H", "H", "H", "H", "H", "H", "S", "P", "S", "C", "C", "C", "C", "C", "C", "C", "C", "C", "C", "C", "C", "H", "H", "H", "H", "H", "H", "H", "H", "H", "H"], "coordinates": [[1.573, -0.136, 1.403], [-3.571, -4.910, 0.268], [-3.599, -4.085, 1.564], [-3.528, -5.017, 2.784], [-4.917, -3.311, 1.619], [-2.389, -3.163, 1.584], [-1.102, -3.697, 1.514], [-0.012, -2.851, 1.511], [-0.135, -1.532, 1.582], [-1.352, -0.986, 1.676], [-2.492, -1.782, 1.671], [-1.391, 0.487, 1.765], [-2.558, 1.233, 1.739], [-2.514, 2.624, 1.779], [-1.255, 3.214, 1.825], [-0.130, 2.411, 1.864], [-0.199, 1.088, 1.852], [-3.807, 3.427, 1.773], [-4.593, 3.102, 0.494], [-3.551, 4.935, 1.818], [-4.631, 3.036, 3.010], [-4.456, -5.546, 0.215], [-2.691, -5.551, 0.217], [-3.564, -4.254, -0.604], [-4.410, -5.659, 2.811], [-3.494, -4.437, 3.708], [-2.645, -5.656, 2.752], [-5.748, -4.017, 1.598], [-5.024, -2.644, 0.760], [-5.001, -2.726, 2.537], [-0.941, -4.764, 1.461], [0.996, -3.239, 1.443], [-3.460, -1.311, 1.740], [-3.511, 0.727, 1.681], [-1.133, 4.286, 1.832], [0.862, 2.841, 1.917], [-4.000, 3.344, -0.390], [-5.514, 3.686, 0.463], [-4.861, 2.046, 0.444], [-2.986, 5.268, 0.945], [-3.009, 5.219, 2.721], [-4.505, 5.462, 1.819], [-4.895, 1.978, 3.002], [-5.555, 3.617, 3.038], [-4.069, 3.238, 3.923], [3.345, -0.261, 5.253], [2.997, -0.275, 4.080], [1.807, -0.311, 3.629], [4.112, -0.256, 3.025], [5.443, -0.218, 3.473], [6.456, -0.186, 2.563], [6.147, -0.206, 1.186], [7.140, -0.177, 0.181], [6.792, -0.215, -1.139], [5.438, -0.296, -1.516], [4.457, -0.323, -0.565], [4.783, -0.265, 0.804], [3.785, -0.275, 1.746], [5.605, -0.212, 4.540], [7.493, -0.153, 2.873], [8.177, -0.131, 0.490], [7.560, -0.192, -1.902], [5.178, -0.342, -2.565], [3.412, -0.406, -0.825], [1.584, -2.283, -2.557], [1.279, -0.351, -2.632], [0.824, 0.609, -0.882], [-0.174, 0.113, -3.647], [-0.085, 0.870, -4.808], [-1.244, 1.260, -5.469], [-2.486, 0.894, -4.976], [-2.574, 0.101, -3.837], [-1.422, -0.289, -3.177], [2.656, 0.547, -3.442], [2.961, 1.853, -3.069], [4.011, 2.524, -3.678], [4.757, 1.897, -4.666], [4.448, 0.598, -5.047], [3.403, -0.078, -4.434], [0.883, 1.161, -5.197], [-1.175, 1.860, -6.368], [-3.386, 1.227, -5.477], [-3.543, -0.204, -3.461], [-1.474, -0.905, -2.287], [2.375, 2.331, -2.295], [4.247, 3.537, -3.377], [5.579, 2.419, -5.138], [5.027, 0.110, -5.821], [3.169, -1.098, -4.716]], "atomic_forces_ev_per_a": [[-0.2, -0.1, 0.3], [0.0, 0.1, 0.1], [-0.1, 0.0, 0.0], [0.0, 0.1, -0.1], [0.1, 0.0, 0.0], [0.1, -0.1, 0.0], [-0.1, 0.1, 0.0], [0.0, -0.2, 0.0], [0.1, 0.4, -0.1], [0.0, -0.4, -0.1], [0.0, 0.2, 0.0], [-0.1, 0.3, 0.0], [0.1, -0.2, 0.1], [0.1, 0.1, 0.0], [-0.1, -0.1, 0.0], [0.0, 0.1, 0.1], [0.0, 0.0, -0.2], [-0.1, 0.0, 0.0], [0.1, 0.0, 0.0], [0.0, -0.1, 0.0], [0.1, 0.0, 0.0], [0.0, 0.0, 0.0], [0.0, 0.0, 0.0], [0.0, 0.0, 0.0], [0.0, 0.0, 0.0], [0.0, 0.0, 0.0], [0.0, 0.0, 0.0], [0.0, 0.0, 0.0], [0.0, 0.0, 0.0], [0.0, 0.0, 0.0], [0.0, 0.0, 0.0], [0.0, 0.1, 0.0], [0.0, 0.0, 0.0], [0.0, 0.0, 0.0], [0.0, 0.0, 0.0], [0.0, 0.0, 0.0], [0.0, 0.0, 0.0], [0.0, 0.0, 0.0], [0.0, 0.0, 0.0], [0.0, 0.0, 0.0], [0.0, 0.0, 0.0], [0.0, 0.0, 0.0], [0.0, 0.0, 0.0], [0.0, 0.0, 0.0], [0.0, 0.0, 0.0], [0.0, 0.0, -0.1], [0.0, 0.0, 0.2], [0.0, 0.0, -0.3], [-0.2, 0.0, -0.1], [0.3, 0.0, 0.0], [-0.2, 0.0, 0.0], [-0.2, 0.0, -0.1], [0.0, 0.0, 0.0], [0.2, 0.0, 0.0], [0.0, 0.0, 0.1], [-0.1, 0.0, 0.0], [0.3, 0.0, 0.0], [0.2, 0.0, 0.0], [0.0, 0.0, 0.0], [0.0, 0.0, 0.0], [0.0, 0.0, -0.1], [0.0, 0.0, 0.0], [0.0, 0.0, 0.0], [0.0, 0.0, -0.1], [0.0, 0.0, 0.0], [-0.1, 0.0, -0.1], [0.1, 0.1, 0.2], [0.1, -0.1, 0.2], [0.0, 0.0, 0.0], [0.0, 0.0, 0.0], [0.0, 0.0, -0.1], [0.0, 0.0, 0.1], [0.0, 0.0, -0.1], [-0.1, -0.1, 0.2], [0.0, 0.0, -0.1], [0.0, 0.0, 0.0], [0.0, 0.0, 0.0], [0.0, 0.0, -0.1], [0.0, -0.1, -0.1], [0.0, 0.0, 0.0], [0.0, 0.0, 0.0], [0.0, 0.0, 0.0], [0.0, 0.0, 0.0], [0.0, 0.0, 0.0], [0.0, 0.0, 0.0], [0.0, 0.0, 0.0], [0.0, 0.0, 0.0], [0.0, 0.0, 0.0], [0.0, 0.0, 0.1]], "mulliken_spin": [1.469, -0.001, 0.002, 0.000, 0.000, 0.001, 0.011, -0.018, 0.132, -0.018, -0.004, -0.018, 0.001, 0.003, 0.010, -0.014, 0.106, 0.001, 0.000, 0.000, 0.000, 0.000, 0.000, 0.000, 0.000, 0.000, 0.000, 0.000, 0.000, 0.000, 0.000, 0.009, 0.000, -0.001, 0.000, 0.006, 0.000, 0.000, 0.000, 0.000, 0.000, 0.000, 0.000, 0.000, 0.000, 0.009, -0.002, 0.100, 0.012, -0.002, 0.009, 0.002, 0.002, -0.003, 0.001, 0.050, -0.027, 0.042, 0.001, 0.000, 0.000, 0.000, 0.001, -0.029, 0.000, 0.016, 0.133, -0.004, 0.010, -0.002, 0.005, -0.002, 0.000, -0.009, 0.006, 0.002, 0.000, 0.000, 0.001, 0.001, 0.000, 0.000, 0.000, 0.004, -0.005, 0.000, 0.000, 0.000, 0.000]}